{"formula": "C11H78NO27", "method": "wB97M-V/def2-TZVPD", "gap_ha": 0.342, "e_homo_ev": -12.150, "charge": 1, "energy_ev": -69429.599, "e_lumo_ev": -2.846, "symbols": ["C", "C", "C", "C", "N", "C", "C", "C", "C", "C", "C", "C", "H", "H", "H", "H", "H", "H", "H", "H", "H", "H", "H", "H", "H", "H", "H", "H", "H", "H", "H", "H", "H", "H", "H", "H", "O", "H", "H", "O", "H", "H", "O", "H", "H", "O", "H", "H", "O", "H", "H", "O", "H", "H", "O", "H", "H", "O", "H", "H", "O", "H", "H", "O", "H", "H", "O", "H", "H", "O", "H", "H", "O", "H", "H", "O", "H", "H", "O", "H", "H", "O", "H", "H", "O", "H", "H", "O", "H", "H", "O", "H", "H", "O", "H", "H", "O", "H", "H", "O", "H", "H", "O", "H", "H", "O", "H", "H", "O", "H", "H", "O", "H", "H", "O", "H", "H"], "positions_angstrom": [[1.4373, 0.9975, -4.4249], [0.3818, 0.1874, -3.6357], [0.2986, 0.5095, -2.1668], [-0.5686, -0.4564, -1.3434], [-1.0162, -0.0488, 0.0796], [-1.8294, -1.1256, 0.7551], [-3.1513, -0.9921, 0.2009], [-3.4075, 0.5110, -0.0770], [-1.9489, 1.0037, -0.0800], [0.1364, 0.3687, 0.8664], [1.3596, -0.6889, 1.0740], [2.4563, -0.1560, 2.0994], [1.3759, 2.1144, -4.0246], [1.3505, 0.9690, -5.4483], [2.3882, 0.7630, -3.9862], [0.4735, -0.8248, -3.6999], [-0.7480, 0.3229, -3.8357], [-0.1595, 1.4778, -1.8643], [1.4466, 0.5490, -1.9051], [0.0736, -1.3669, -1.3483], [-1.6325, -0.7094, -1.8595], [-1.8345, -1.0226, 1.9512], [-1.5178, -2.2647, 0.6164], [-3.9492, -1.3332, 1.1148], [-3.2802, -1.5000, -0.7785], [-4.2441, 1.1245, 0.4343], [-3.9157, 0.7191, -1.1514], [-2.1114, 1.5663, 0.9216], [-1.7176, 1.9401, -0.8543], [-0.3075, 0.8624, 1.7781], [0.4876, 1.2700, 0.5485], [1.7598, -0.9022, 0.0888], [1.0490, -1.7101, 1.3918], [3.1945, -0.9170, 2.3207], [1.9113, 0.3532, 2.8484], [2.9111, 0.5614, 1.4873], [6.0082, -1.2818, 0.0330], [5.6994, -0.9866, 0.7959], [6.7827, -1.8442, 0.3585], [-1.4968, -4.7190, 1.1425], [-1.2548, -5.2302, 1.9696], [-2.4446, -4.5512, 1.3882], [-2.5044, 4.2951, 0.1555], [-1.7126, 4.2726, 0.5561], [-3.0569, 4.3823, 0.9343], [-3.5751, 3.3524, -2.2650], [-2.8005, 3.6987, -2.7061], [-3.4452, 3.4489, -1.2392], [-3.6610, 1.3756, -4.2634], [-3.9524, 0.4673, -4.1474], [-3.5503, 1.9403, -3.5204], [5.7807, 0.8316, 2.0707], [5.1877, 1.5971, 2.1334], [6.5175, 1.2359, 1.6518], [-2.3222, -1.9202, -4.0043], [-2.0327, -1.2822, -4.7038], [-1.7885, -2.6217, -4.1531], [-0.3039, -1.7959, 3.2546], [-1.2330, -1.9397, 3.3409], [0.0371, -2.3110, 2.4934], [-5.8386, -1.5035, 0.1570], [-6.1070, -2.2553, 0.7470], [-5.8841, -1.7638, -0.7145], [-3.9889, -3.6668, 1.8966], [-3.9898, -2.7469, 2.3015], [-4.9372, -4.0185, 1.7012], [0.8297, -4.1563, 3.0877], [0.1076, -4.7291, 3.4322], [1.2694, -4.1797, 3.8032], [-4.6635, -1.2157, 3.0772], [-4.5841, -0.3118, 2.7819], [-4.8210, -0.9208, 3.9307], [4.7997, -1.5226, 3.1741], [4.7984, -0.7275, 2.5314], [4.1085, -1.0867, 3.7263], [4.2525, -0.0083, -1.7669], [4.3993, -0.4669, -2.6512], [4.8780, -0.4830, -1.2756], [0.0744, 4.0264, 1.2688], [0.5310, 3.7959, 2.1412], [0.8135, 3.9950, 0.6460], [-4.5608, 1.6096, 2.7116], [-4.0003, 2.4123, 2.4959], [-5.2973, 1.9436, 3.0317], [4.7157, 1.7756, -5.0374], [4.4183, 1.8505, -5.9338], [5.0063, 0.8117, -4.8247], [3.7796, 2.6572, -2.5844], [4.2634, 2.3529, -3.3489], [3.3536, 1.8704, -2.3119], [4.4746, -1.3707, -4.4670], [3.8240, -1.3563, -5.2825], [5.2770, -1.5915, -4.8498], [3.1602, 4.9165, -4.5255], [3.1877, 4.0470, -4.0496], [2.3607, 5.2437, -4.1071], [-0.5106, 0.5305, 4.5385], [-0.5446, -0.3951, 4.1242], [-1.2383, 0.5263, 5.1730], [2.7394, -4.0179, 1.1435], [3.5565, -4.1386, 1.6285], [2.0585, -3.7684, 1.8378], [0.8022, 1.8832, 5.3356], [0.0570, 2.3368, 5.6321], [0.4037, 1.3344, 4.5891], [3.9255, 3.4084, 1.5290], [4.3757, 4.1765, 1.9136], [3.5592, 3.1309, 2.2771], [-6.0017, -2.0112, -2.3701], [-6.4369, -2.4138, -3.1721], [-5.3045, -1.6852, -2.8404], [3.2750, 2.1056, 3.4815], [2.3553, 1.9050, 3.8019], [3.8244, 2.2075, 4.1853], [-4.0361, -3.8479, -1.3153], [-4.7571, -3.1945, -1.3499], [-4.1431, -3.8653, -0.4241]]}

---

{"formula": "C11H7Br2LaN2O3", "method": "wB97M-V/def2-TZVPD", "gap_ha": 0.344, "e_homo_ev": -16.767, "charge": 2, "energy_ev": -161574.827, "e_lumo_ev": -7.407, "symbols": ["La", "Br", "C", "C", "C", "C", "C", "N", "C", "O", "O", "H", "H", "H", "O", "C", "C", "C", "N", "C", "Br", "C", "H", "H", "H", "H"], "positions_angstrom": [[0.3957, 0.0073, 0.0797], [3.5909, -0.3725, 0.0208], [2.8324, -2.1273, -0.0367], [3.5283, -3.3072, -0.0399], [2.7504, -4.4689, -0.0560], [1.3569, -4.4174, -0.0566], [0.7668, -3.1769, -0.0585], [1.5164, -2.0632, -0.0533], [-0.7177, -2.9059, -0.0157], [-1.5235, -3.7692, 0.0079], [-0.9483, -1.5544, 0.0260], [4.6082, -3.3401, -0.0296], [3.2519, -5.4286, -0.0602], [0.7446, -5.3090, -0.0569], [-0.0678, 2.5731, 5.9966], [-0.0270, 1.8779, 4.8749], [0.0124, 0.4793, 4.8137], [0.0515, -0.1194, 3.5851], [0.0784, 0.5827, 2.4266], [0.0183, 1.9088, 2.5408], [-0.0500, 2.8361, 0.8724], [-0.0344, 2.6285, 3.6895], [-0.0799, 2.0123, 6.7898], [-0.0072, -0.1252, 5.7107], [0.0580, -1.1982, 3.4980], [-0.0922, 3.7072, 3.7133]]}

---

{"formula": "C11H7Cl28IN2O", "method": "wB97M-V/def2-TZVPD", "gap_ha": 0.339, "e_homo_ev": -9.467, "energy_ev": -375272.906, "e_lumo_ev": -0.232, "symbols": ["N", "C", "C", "C", "I", "N", "C", "O", "H", "H", "H", "H", "H", "H", "H", "C", "Cl", "Cl", "Cl", "Cl", "C", "Cl", "Cl", "Cl", "Cl", "C", "Cl", "Cl", "Cl", "Cl", "C", "Cl", "Cl", "Cl", "Cl", "C", "Cl", "Cl", "Cl", "Cl", "C", "Cl", "Cl", "Cl", "Cl", "C", "Cl", "Cl", "Cl", "Cl"], "positions_angstrom": [[7.4531, -0.0620, 0.0217], [6.1627, 0.3034, -0.6331], [4.8252, -0.4921, -0.1715], [3.8511, 0.8103, -0.1630], [1.7930, 0.5785, 0.4566], [4.7414, 1.7598, 0.6051], [5.9008, 1.8696, -0.3152], [6.4680, 2.8797, -0.7434], [7.3276, 0.1588, 1.0230], [8.1299, 0.6460, -0.3108], [6.2784, 0.1326, -1.7510], [4.4220, -1.0932, -1.0427], [4.9330, -1.0456, 0.8226], [4.0277, 1.1920, -1.2334], [4.3767, 2.7182, 0.7122], [-2.3188, -1.6368, 0.4466], [-3.0369, -2.1117, 1.9987], [-3.6088, -1.2151, -0.6971], [-1.2587, -0.2317, 0.6903], [-1.3622, -2.9825, -0.2065], [-0.7785, -5.3924, 3.1566], [-0.0980, -7.0176, 3.3771], [-0.8043, -4.5450, 4.7165], [0.2231, -4.4827, 2.0058], [-2.4334, -5.5263, 2.5269], [-3.2074, 2.4696, -3.1512], [-4.7276, 1.5534, -3.1025], [-2.2161, 2.0459, -1.7410], [-2.3227, 2.0702, -4.6381], [-3.5642, 4.2087, -3.1235], [1.3746, -3.9671, -3.6152], [0.6595, -4.4569, -2.0656], [0.0816, -3.5462, -4.7560], [2.4234, -2.5563, -3.3626], [2.3336, -5.3075, -4.2747], [0.1992, -4.4806, 8.8061], [1.9511, -4.2506, 8.9766], [-0.4260, -3.3683, 7.5709], [-0.1335, -6.1543, 8.3163], [-0.5959, -4.1483, 10.3581], [-8.8239, 2.4752, -2.7397], [-8.1658, 0.8413, -2.5090], [-8.8402, 3.3308, -1.1843], [-7.8104, 3.3653, -3.8940], [-10.4794, 2.3620, -3.3707], [-2.5846, 8.4602, -2.3583], [-3.0177, 9.8158, -1.2971], [-2.0762, 9.0853, -3.9402], [-1.2530, 7.5394, -1.6298], [-3.9927, 7.3985, -2.5664]]}

---

{"formula": "C11H7N2O6Tl", "method": "wB97M-V/def2-TZVPD", "gap_ha": [0.216, 0.164], "e_homo_ev": [-15.603, -15.604], "charge": 2, "energy_ev": -31457.001, "e_lumo_ev": [-9.727, -11.135], "symbols": ["O", "C", "Tl", "O", "C", "C", "O", "C", "O", "C", "O", "H", "N", "C", "O", "C", "C", "C", "N", "C", "C", "H", "H", "H", "H", "H", "H"], "positions_angstrom": [[-6.0077, -1.7352, -4.7160], [-5.1781, -1.3139, -4.0502], [-1.7717, 0.1770, -1.3905], [-1.1615, -3.4203, -1.2512], [-1.4779, -2.3289, -1.3479], [-2.0547, 2.8027, -1.5333], [-1.8547, 3.9516, -1.4303], [-3.6683, -0.0161, 0.5530], [-4.4038, -0.0861, 1.4330], [-0.4313, 0.2824, -3.7473], [0.1939, 0.3300, -4.6973], [-2.9035, 2.1121, -2.0198], [3.5700, -0.7150, 3.5491], [3.5966, 0.1080, 2.4539], [4.5657, 0.7897, 2.1488], [2.3259, 0.0964, 1.6493], [1.1767, -0.6344, 2.0107], [0.0510, -0.5502, 1.2035], [0.0656, 0.1770, 0.0694], [1.1528, 0.8879, -0.2948], [2.3221, 0.8209, 0.4457], [4.4448, -0.8049, 4.0370], [2.8891, -1.4448, 3.6772], [1.0923, -1.1857, 2.9478], [-0.8390, -1.1424, 1.4084], [1.1263, 1.4220, -1.2478], [3.1795, 1.4201, 0.1396]]}